The following is a DFT calculation (the ωB97M-V functional and the def2-TZVPD basis) of C19H6Cl6F6N3O8S2Sn as an isolated structure at a distorted geometry.

Each line ends with the Löwdin charge.
Element x y z (Å)
1 S 0.691 3.389 -1.514  0.60
2 Cl 2.165 0.338 2.811  0.76
3 O -1.453 0.972 -1.467  -0.57
4 N -2.170 -1.133 0.433  0.06
5 N -0.479 3.100 -2.496  -0.37
6 C -2.636 2.078 -3.489  -0.75
7 C -0.558 -2.877 -0.066  -0.52
8 Cl 5.293 0.608 2.874  0.78
9 C 5.246 0.227 0.225  -0.70
10 C 2.463 -0.024 0.195  -0.20
11 O 0.242 -1.847 -0.216  -0.19
12 O 1.783 4.076 -2.104  -0.20
13 H -5.819 0.149 -0.300  0.08
14 C -3.573 -4.566 -0.069  -0.47
15 C 3.070 0.255 1.379  -0.71
16 F -0.429 3.685 0.860  0.09
17 C 4.597 -0.059 -0.970  -0.69
18 F -3.423 1.025 -3.300  0.14
19 N -3.490 -0.920 0.601  -0.04
20 F 0.853 5.344 0.306  0.18
21 C -4.803 3.049 1.109  0.00
22 Cl 2.304 -0.260 -2.435  0.82
23 H -5.478 -4.154 -0.157  0.01
24 Cl -5.845 -2.213 0.700  0.89
25 C -2.003 -2.422 0.170  -0.07
26 H -2.231 1.013 1.893  0.10
27 O -2.654 3.506 2.117  0.06
28 O -2.736 -5.404 -0.126  0.18
29 Cl 5.447 -0.118 -2.418  0.79
30 Sn -0.011 0.218 0.098  1.60
31 C 3.152 -0.139 -0.987  -0.69
32 O 1.046 2.182 -0.731  -0.47
33 C -3.169 1.320 1.458  0.02
34 S -1.790 2.415 -1.842  1.03
35 F -3.387 3.120 -3.810  0.16
36 F -1.774 1.817 -4.444  0.18
37 F -1.096 5.121 -0.602  0.14
38 C -5.205 0.820 0.276  -0.05
39 H -3.061 4.361 2.290  0.12
40 C 4.511 0.401 1.404  -0.69
41 C -3.263 -3.103 0.169  0.00
42 H -6.582 2.441 0.091  0.12
43 C -3.984 0.414 0.795  -0.18
44 C -5.617 2.131 0.469  -0.04
45 C -0.025 4.475 -0.151  -0.66
46 O -4.870 -4.895 -0.221  0.11
47 H -5.130 4.074 1.244  0.13
48 O -0.239 -4.025 -0.065  0.18
49 C -3.555 2.647 1.567  -0.31
50 C -4.163 -2.085 0.439  -0.53
51 Cl 6.944 0.384 0.255  0.76

Properties
F_max in eV/Å: 2.618
ΔE to the lowest compared entry with this formula, charge and spin in kcal per mole: 75.9
Orbital gap in eV: 4.6
Charge: +1

The following is a DFT calculation (the ωB97M-V functional and the def2-TZVPD basis) of a 19-piece molecular cluster, C19H76N38O19 overall at a distorted geometry.

Each line ends with the Löwdin charge.
Element x y z (Å)
1 N -24.181 -7.096 -16.683  0.16
2 H -23.333 1.291 -11.010  0.11
3 H -26.960 -4.311 -14.596  0.08
4 O -21.755 -3.676 -13.296  -0.03
5 O -24.778 -5.273 -12.438  -0.06
6 H -25.596 -5.409 -9.142  0.09
7 N -18.496 0.495 -14.816  0.15
8 N -21.689 -9.470 -15.712  0.17
9 H -23.732 1.458 -15.058  0.09
10 N -20.078 1.487 -10.552  0.14
11 O -20.098 -6.746 -9.896  -0.06
12 C -23.984 -4.217 -9.293  -0.58
13 O -21.455 -0.744 -15.680  -0.04
14 H -22.412 -9.249 -16.376  0.07
15 H -19.642 -4.560 -8.318  0.07
16 N -24.101 -9.360 -11.905  0.16
17 H -16.777 -6.535 -7.641  0.10
18 H -21.270 -4.571 -7.812  0.10
19 H -28.550 -1.280 -16.263  0.09
20 H -19.412 0.852 -14.595  0.08
21 H -25.247 -4.854 -10.773  0.05
22 H -19.467 1.024 -11.192  0.08
23 H -18.984 -10.592 -9.299  0.10
24 H -17.537 -4.805 -16.388  0.11
25 N -26.562 -4.696 -13.762  0.16
26 N -25.485 -0.858 -15.459  0.17
27 O -27.395 -0.669 -14.200  0.01
28 H -22.480 -3.028 -10.010  0.08
29 O -18.734 -5.589 -14.268  -0.05
30 H -14.682 -0.892 -8.937  0.07
31 H -23.332 -4.010 -14.160  0.05
32 H -25.010 -9.752 -12.051  0.09
33 O -24.585 -7.738 -18.828  0.01
34 N -20.532 -5.008 -8.386  0.18
35 H -24.993 -0.718 -14.584  0.08
36 O -22.765 -8.146 -14.140  -0.09
37 N -24.341 -3.978 -14.385  0.17
38 N -23.239 -3.588 -10.318  0.18
39 N -21.599 -5.768 -12.404  0.22
40 N -22.658 -0.474 -13.660  0.17
41 O -17.171 -1.261 -7.861  -0.04
42 C -26.841 -0.947 -15.248  -0.66
43 H -15.932 -4.579 -13.153  0.10
44 H -20.899 -2.690 -16.302  0.03
45 H -24.111 -6.196 -17.110  0.06
46 H -19.764 -9.098 -9.526  0.05
47 N -18.601 -1.212 -9.682  0.16
48 H -24.316 -3.678 -18.616  0.08
49 N -25.079 -4.870 -9.777  0.18
50 N -24.928 -2.882 -18.705  0.17
51 N -22.441 1.666 -10.721  0.18
52 H -20.123 -1.349 -14.326  0.02
53 H -27.188 -1.367 -17.315  0.07
54 H -23.457 -3.617 -11.288  0.06
55 O -17.035 -10.212 -10.768  0.03
56 C -18.147 -0.804 -14.382  -0.58
57 O -21.341 -0.371 -10.936  -0.01
58 C -15.123 -1.105 -10.893  -0.63
59 H -25.156 -0.975 -16.402  0.06
60 H -24.485 -4.150 -15.365  0.06
61 N -20.547 -3.627 -16.337  0.15
62 N -16.932 -4.674 -13.171  0.17
63 C -16.960 -4.756 -8.688  -0.56
64 H -19.929 -3.796 -15.561  0.03
65 O -25.375 -0.837 -19.363  0.02
66 C -16.793 2.941 -10.977  -0.66
67 H -25.784 -2.922 -19.247  0.11
68 C -22.241 -0.052 -14.974  -0.53
69 H -23.363 -10.676 -8.966  0.10
70 H -27.296 -5.014 -13.148  0.10
71 H -20.291 -5.952 -15.467  0.05
72 N -20.074 -4.081 -11.787  0.18
73 H -19.923 -9.610 -13.940  0.12
74 N -19.226 -1.620 -13.984  0.18
75 H -16.178 1.342 -12.277  0.06
76 C -24.615 -8.040 -17.631  -0.64
77 O -22.077 -9.294 -10.783  -0.04
78 H -22.556 -5.999 -12.621  0.08
79 H -15.147 1.937 -10.349  0.04
80 C -17.606 -5.010 -14.314  -0.62
81 H -16.185 -4.133 -15.544  0.11
82 H -20.871 -9.935 -16.068  0.10
83 H -15.876 -1.834 -12.624  0.07
84 C -21.333 0.863 -10.713  -0.56
85 H -20.721 -8.788 -12.626  0.09
86 H -17.305 -5.106 -12.328  0.08
87 H -16.821 -2.918 -7.787  0.03
88 H -18.569 -7.486 -10.887  0.03
89 H -23.604 -8.878 -12.683  0.06
90 O -22.752 -4.299 -16.906  -0.05
91 H -22.353 -7.424 -9.424  0.07
92 C -23.273 -9.672 -10.850  -0.58
93 H -23.980 -7.193 -15.707  0.05
94 H -22.802 -6.035 -8.459  0.05
95 O -23.554 -4.205 -8.090  -0.07
96 N -21.141 -5.843 -16.002  0.19
97 H -17.486 -6.800 -9.098  0.04
98 H -20.034 -3.125 -11.549  0.06
99 C -20.852 -6.180 -9.086  -0.59
100 N -18.464 0.703 -8.218  0.15
101 N -18.905 -9.612 -9.508  0.17
102 H -19.074 1.088 -8.936  0.03
103 N -23.813 -10.569 -9.877  0.13
104 H -15.970 -2.975 -11.315  0.05
105 C -21.195 -4.495 -12.552  -0.62
106 N -15.652 -2.072 -11.656  0.18
107 N -24.913 -9.283 -17.158  0.15
108 H -22.571 2.429 -10.128  0.09
109 H -15.183 -2.431 -9.297  0.04
110 H -24.819 -9.444 -16.167  0.09
111 N -20.622 -8.915 -13.643  0.18
112 O -16.960 -1.157 -14.368  -0.02
113 C -17.874 -9.412 -10.407  -0.64
114 H -18.178 -2.091 -9.982  0.07
115 H -18.072 1.293 -7.480  0.11
116 H -21.793 -6.611 -15.935  0.05
117 O -15.055 0.058 -11.156  0.02
118 H -23.164 -0.266 -18.681  0.09
119 H -22.739 -1.850 -18.191  0.08
120 N -27.561 -1.388 -16.376  0.14
121 H -19.518 -0.894 -10.019  0.04
122 C -21.609 -4.618 -16.480  -0.52
123 H -19.807 -4.707 -11.026  0.06
124 H -22.753 0.298 -13.034  0.05
125 O -16.938 -4.310 -9.909  -0.09
126 N -17.768 -8.068 -10.841  0.13
127 N -16.893 1.952 -11.945  0.15
128 H -24.794 -10.763 -9.843  0.07
129 C -21.717 -8.810 -14.464  -0.56
130 C -25.188 -4.727 -13.504  -0.51
131 H -16.657 -4.334 -6.696  0.11
132 N -17.214 -6.104 -8.440  0.16
133 H -19.983 2.465 -10.499  0.08
134 N -14.662 -1.625 -9.614  0.14
135 N -23.406 -1.112 -18.223  0.17
136 C -24.572 -1.572 -18.826  -0.70
137 N -15.603 2.814 -10.204  0.15
138 H -21.061 -6.367 -11.769  0.08
139 H -19.014 -2.598 -13.743  0.08
140 H -17.656 2.151 -12.567  0.07
141 C -18.036 -0.625 -8.497  -0.52
142 N -16.810 -3.920 -7.610  0.16
143 H -25.514 -9.828 -17.711  0.09
144 N -22.838 1.157 -15.406  0.15
145 O -17.639 3.761 -10.768  0.02
146 H -22.196 -1.253 -13.220  0.06
147 N -22.104 -6.663 -8.818  0.20
148 H -15.644 3.311 -9.329  0.09
149 H -22.682 1.388 -16.391  0.10
150 N -17.052 -4.662 -15.511  0.17
151 H -17.683 1.042 -14.996  0.09
152 H -17.178 -7.935 -11.629  0.09

Properties
F_max in eV/Å: 4.596
ΔE to the lowest compared entry with this formula, charge and spin in kcal per mole: 48.1
Orbital gap in eV: 9.6
Charge: 0